(1)
Density functional theory data (ωB97M-V/def2-TZVPD) for a cluster of 4 separate species, C13H37N5O4 in total.

Geometry as XYZ:
```
59
Properties=species:S:1:pos:R:3:forces:R:3
C 2.119958 1.080100 3.512446 1.06 0.50 0.38
C 1.542324 1.946612 4.647971 1.51 0.95 -0.41
C 1.749790 3.485737 4.306178 -0.87 -1.20 0.34
O 3.047542 3.865650 3.939751 0.19 -0.58 -1.52
C 3.988985 3.745402 4.962223 -0.70 0.61 1.60
N 0.170564 1.658740 4.903287 -0.34 0.07 0.02
H 3.198012 1.269684 3.530331 0.06 -0.12 -0.14
H 1.815523 1.369215 2.505274 -0.47 0.17 0.16
H 2.007572 0.000735 3.611384 -0.37 0.07 0.34
H 2.114043 1.833358 5.575219 -0.01 -0.68 -0.08
H 1.410988 4.103601 5.150908 0.07 -0.16 0.30
H 1.001465 3.660391 3.528760 0.60 0.40 -0.54
H 5.012296 3.952083 4.657859 -0.24 0.22 -0.47
H 4.005471 2.797521 5.511211 -0.14 -0.28 -0.45
H 3.640416 4.478771 5.707913 0.72 0.06 0.30
H -0.144427 2.371226 5.555337 -0.55 -0.16 -0.14
H -0.297112 1.763414 4.004854 -0.56 0.05 0.23
C -4.269449 -1.027050 -1.872224 -0.92 -0.53 -0.40
C -2.819661 -1.374806 -2.189321 -0.65 1.15 1.02
C -2.614756 -2.146613 -3.504299 -0.20 1.40 1.52
O -3.364620 -3.315814 -3.420489 0.37 -0.44 -0.91
C -3.424774 -4.034439 -4.639576 -0.98 -0.23 -0.80
N -2.175202 -0.045417 -2.237539 1.92 -0.87 -1.41
H -4.617279 -0.450019 -2.735753 -0.33 -0.15 -0.02
H -4.474798 -0.394411 -1.008353 0.85 0.11 0.13
H -4.938451 -1.873526 -1.708520 0.20 -0.21 -0.44
H -2.332961 -1.844183 -1.331577 -0.12 -0.55 -0.17
H -1.531571 -2.247835 -3.640345 0.00 -0.54 -0.19
H -2.973831 -1.419691 -4.246550 -0.20 -0.45 -0.52
H -4.423491 -4.463157 -4.747336 0.00 -0.19 0.45
H -2.714253 -4.851381 -4.773617 0.33 0.14 0.50
H -3.371771 -3.414495 -5.540013 0.39 0.45 0.25
H -1.201337 -0.288110 -2.470344 -0.06 0.21 0.69
H -2.392694 0.430619 -3.114890 -0.78 0.07 0.16
C 1.022656 -1.910039 -0.076852 -0.81 0.45 -0.03
C 2.047978 -2.067843 -1.198292 0.16 -0.74 1.08
C 2.258767 -0.860666 -2.135168 -1.24 -1.02 0.26
O 1.053816 -0.757681 -2.904072 -0.79 1.13 0.80
C 0.761841 0.578981 -3.334603 1.48 -0.37 -0.80
N 3.286137 -2.448262 -0.526044 0.89 -0.22 -1.17
H 1.501379 -1.490712 0.810022 -0.12 0.54 -0.15
H 0.544936 -2.807224 0.323537 0.52 -0.52 -0.52
H 0.154861 -1.322398 -0.379225 0.31 0.42 0.00
H 1.795368 -2.959256 -1.779040 -0.22 0.30 -0.36
H 3.066899 -1.038315 -2.849483 0.30 -0.05 0.24
H 2.489629 0.003103 -1.505526 -0.24 0.32 -0.24
H -0.265024 0.699523 -3.672361 0.15 -0.28 -0.04
H 1.436042 0.726015 -4.183891 -0.23 0.55 -0.21
H 0.993744 1.355788 -2.603885 -0.12 -0.22 0.34
H 3.963971 -2.371939 -1.282364 0.61 -0.37 0.57
H 3.600414 -1.840080 0.219979 -0.33 0.31 -0.06
C -1.438470 1.299219 1.046075 0.81 -0.47 1.13
O -1.075321 1.875368 2.068052 -0.45 0.61 -0.46
N -1.564685 1.819834 -0.201367 -0.11 -0.07 -0.69
N -1.670913 -0.051891 1.061283 -0.37 0.40 -0.67
H -1.585282 2.810717 -0.357047 0.18 0.02 0.35
H -1.814017 1.185941 -0.992128 -0.10 0.70 0.81
H -1.602685 -0.620779 1.882244 0.25 0.17 0.04
H -1.704523 -0.429303 0.139991 -0.30 -0.88 0.00
```
Positions in Å, forces in eV/Å.

Results
Total energy: -1092.18414 a.u.
HOMO energy: -0.30240 Eh
SMILES string: COC[C@H](C)N.COC[C@H](C)N.COC[C@H](C)N.NC(N)=O
ΔE to the lowest compared entry with this formula, charge and spin: 140.1 kJ/mol
Net charge: 0

Atom charges from the natural (NBO) analysis, given in e for atoms 1 to 5:
1. C -0.629
2. C -0.060
3. C -0.083
4. O -0.539
5. C -0.251

(2)
Density functional theory data (ωB97M-V/def2-TZVPD) for a cluster of 6 separate species, C13H37NO6 in total.

Geometry as XYZ:
```
57
Properties=species:S:1:pos:R:3:forces:R:3
C -1.311100 -0.335480 3.130392 0.83 -1.47 0.57
O -1.768290 -1.047150 2.050632 -2.82 -0.85 1.62
H -0.698070 0.547920 2.951792 -0.42 0.37 -0.28
H -2.159170 -0.101040 3.773772 0.15 0.11 0.04
H -0.657510 -1.075030 3.592982 0.23 0.52 1.37
H -1.151990 -1.265410 1.347682 -0.09 0.62 1.84
C 2.031810 1.063300 2.306722 0.28 -0.33 0.52
O 2.593870 1.728000 3.377262 0.80 0.41 0.74
H 2.660040 0.353560 1.768482 0.56 -0.26 0.36
H 1.076540 0.603270 2.559562 0.95 -0.49 0.96
H 1.666250 1.668480 1.477122 3.08 0.89 3.44
H 2.678900 1.104770 4.102492 0.10 0.13 0.18
C 1.874670 -2.872140 -1.422978 -0.65 -0.67 0.31
O 2.772670 -1.861740 -1.186948 1.39 1.96 -0.15
H 2.071570 -3.416320 -2.346658 0.08 -0.27 -0.01
H 1.893530 -3.505730 -0.536238 -0.56 -0.58 -0.22
H 0.913360 -2.372430 -1.542528 0.04 -0.50 0.24
H 3.620730 -2.195840 -0.885668 -0.10 -0.13 0.00
C 1.586670 -2.251770 2.863882 1.53 -0.95 1.98
O 2.565390 -2.042980 1.839322 0.40 -1.06 -0.27
H 0.695890 -2.791910 2.543152 0.29 0.23 -0.49
H 2.098850 -2.864860 3.605432 -0.41 -0.03 0.42
H 1.328200 -1.291930 3.311112 -0.24 -0.22 0.14
H 3.242310 -1.442120 2.159232 0.03 -0.04 0.25
O 0.636270 -0.912650 0.882312 3.57 -0.95 1.90
H 1.084320 -0.976800 0.038892 1.05 0.40 -0.34
H 1.289750 -1.192890 1.523142 0.45 0.30 -1.17
C -2.992410 0.224860 -2.086718 0.27 -0.80 -2.17
C -1.468690 -0.000710 -2.294918 1.10 0.23 3.50
C -0.786900 0.926170 -3.371268 -2.15 1.31 1.76
C -0.840030 2.432220 -2.876228 0.29 -0.18 1.03
C -0.182530 2.542230 -1.479628 1.96 -1.31 -2.82
C -0.652670 1.554480 -0.429268 -1.39 1.76 0.39
N -0.857680 0.209680 -0.908518 2.90 1.73 -3.53
O -1.162250 -0.694940 0.063192 -4.58 0.79 -6.01
C 0.461210 1.644990 0.619932 -4.12 0.06 -0.97
C -2.000400 2.177940 0.105162 0.97 -0.73 1.26
C -1.130340 -1.469820 -2.614038 -1.31 0.37 -1.48
H -3.336690 -0.444240 -1.298128 -0.09 0.13 -0.10
H -3.366820 -0.072250 -3.066338 -0.81 -0.58 0.01
H -3.435290 1.217720 -2.008118 0.82 0.14 0.49
H 0.241280 0.665940 -3.622718 -0.14 -0.22 0.16
H -1.470260 0.808160 -4.212208 0.41 0.05 -0.49
H -1.791080 2.932750 -2.694358 -0.72 -0.72 -0.86
H -0.296860 3.096460 -3.548418 0.05 -0.15 -0.19
H 0.020210 3.579430 -1.212788 -0.98 0.01 0.73
H 0.840960 2.255530 -1.721248 0.56 -0.37 0.14
H 0.407510 2.631690 1.079982 0.17 0.46 -0.39
H 0.262840 0.994540 1.471792 -1.12 0.55 -1.77
H 1.485170 1.432160 0.312832 -1.11 -0.10 -2.16
H -2.559130 1.406490 0.635042 -0.17 -0.08 -0.05
H -1.669520 2.872370 0.877422 -0.51 0.52 -0.11
H -2.646550 2.643050 -0.639328 0.33 0.05 0.05
H -1.537770 -2.276280 -2.004348 -0.11 0.48 0.54
H -0.074600 -1.676310 -2.789798 -0.22 0.54 -0.14
H -1.675730 -1.568600 -3.552598 0.28 -0.62 -0.50
H -0.420440 -1.298770 -0.018758 -1.08 -0.46 -0.25
```
Positions in Å, forces in eV/Å.

Results
Total energy: -1023.26766 a.u.
HOMO energy: -0.26856 Eh
SMILES string: CC1(C)CCCC(C)(C)N1O.CO.CO.CO.CO.O
ΔE to the lowest compared entry with this formula, charge and spin: 1018.0 kJ/mol
Net charge: 0

Atom charges from the natural (NBO) analysis, given in e for atoms 1 to 5:
1. C -0.226
2. O -0.740
3. H 0.137
4. H 0.183
5. H 0.137

(3)
Density functional theory data (ωB97M-V/def2-TZVPD) for a cluster of 5 separate species, C13H38N2O7 in total.

Geometry as XYZ:
```
60
Properties=species:S:1:pos:R:3:forces:R:3
C -2.063091 2.623768 3.416404 0.47 0.30 -0.66
O -2.970121 1.618688 3.769944 -3.00 -0.83 -1.22
C -4.298001 1.957158 3.262734 1.11 -0.09 0.45
C -5.317811 0.817998 3.523784 -0.36 -0.65 0.73
N -4.906951 -0.512982 2.988264 0.43 4.35 -1.12
C -4.958901 -0.754572 1.537884 -0.36 -1.06 1.22
C -4.017281 -1.913882 1.260284 0.14 0.71 0.04
O -2.703031 -1.440842 1.446604 0.03 1.27 0.19
C -1.719431 -2.178012 0.762664 -0.22 -1.32 -0.94
H -1.079071 2.174738 3.551234 0.03 0.58 0.34
H -2.286901 3.537828 3.966394 0.49 0.01 0.38
H -2.164031 2.881918 2.362234 0.08 -0.09 -0.25
H -4.418781 2.257068 2.221784 1.01 -0.47 -0.60
H -4.606441 2.882108 3.750004 -0.54 -0.23 0.63
H -6.297801 1.131168 3.163734 0.06 -0.20 0.01
H -5.297231 0.701038 4.607294 -0.39 -0.15 0.13
H -3.984641 -0.570822 3.395834 0.85 -1.46 0.23
H -4.745951 0.181868 1.022284 0.56 0.32 0.10
H -5.985591 -0.952192 1.229754 -0.20 -0.32 0.20
H -4.240351 -2.260432 0.251204 0.32 -0.40 -0.02
H -4.186091 -2.655812 2.040754 -0.37 -0.60 -0.40
H -1.923371 -3.234022 0.939714 0.39 -0.25 0.08
H -0.675371 -1.959262 0.986674 -0.42 0.43 0.65
H -1.830131 -2.037282 -0.312526 -0.02 0.11 -0.27
C 6.638689 2.210188 -1.065426 0.21 0.23 0.78
O 6.030769 1.003908 -0.598276 -0.62 0.37 -1.33
C 6.226659 -0.135722 -1.452426 0.77 -0.70 1.01
C 5.505449 -1.340562 -0.796496 0.18 0.75 -0.04
N 4.025039 -1.286302 -0.893726 1.77 -0.36 0.73
C 3.537239 -1.472122 -2.238916 -1.37 1.10 -0.57
C 2.029339 -1.789662 -2.136296 0.85 0.62 -1.08
O 1.441309 -1.395662 -3.395696 -0.91 -0.20 0.34
C 0.052579 -1.044332 -3.304756 0.77 0.10 0.18
H 7.727929 2.175258 -1.086666 0.24 -0.59 -0.15
H 6.444339 2.975928 -0.314446 -0.37 -0.08 0.01
H 6.317359 2.603998 -2.029666 -0.42 -0.44 -0.15
H 7.305159 -0.287502 -1.408906 0.24 -0.52 -0.27
H 5.968319 -0.080722 -2.509946 -0.40 0.84 -0.06
H 5.823329 -1.270342 0.243754 -0.32 -0.29 0.19
H 5.873859 -2.285092 -1.196776 -0.02 0.04 -0.12
H 3.863139 -0.297912 -0.763456 -0.40 0.15 0.74
H 4.049989 -2.149762 -2.921546 0.25 -0.27 0.51
H 3.601169 -0.469732 -2.662266 -0.20 -0.15 -1.00
H 1.656199 -1.187352 -1.307996 -0.34 0.05 -0.01
H 1.919269 -2.850412 -1.910896 -0.42 -0.14 -0.10
H -0.066781 -0.233392 -2.586266 -0.11 -0.18 0.40
H -0.575541 -1.905322 -3.076176 -0.03 -0.21 0.41
H -0.361221 -0.639562 -4.228356 0.73 -0.15 -0.42
C 1.216669 0.927968 0.726744 -0.75 0.14 -0.29
O 0.876539 1.781118 -0.379706 1.12 -0.59 0.49
H 0.670019 -0.015032 0.721314 -0.49 -0.07 -0.18
H 2.246399 0.570608 0.733714 0.21 0.75 -0.28
H 0.967639 1.439238 1.656624 0.29 -0.03 0.23
H -0.069111 1.718558 -0.532796 -0.29 -0.27 0.04
O -1.805481 0.948538 -0.908766 0.09 0.40 0.85
H -2.038111 0.884728 -1.835066 -0.20 -0.19 -0.61
H -2.161971 0.151578 -0.516346 0.03 -0.17 0.17
O -2.787101 0.261668 -3.350286 -0.22 0.08 0.02
H -2.894211 -0.618922 -3.709896 0.00 -0.30 -0.06
H -2.578501 0.806928 -4.108846 0.04 0.27 -0.27
```
Positions in Å, forces in eV/Å.

Results
Total energy: -1153.83146 a.u.
HOMO energy (spin up / spin down): -0.38264 / -0.38264 Eh
Spin multiplicity: 2
<S²>: 0.7544
Net charge: +1

Atom charges from the natural (NBO) analysis, given in e for atoms 1 to 5:
1. C -0.254
2. O -0.538
3. C -0.071
4. C -0.299
5. N -0.091

(4)
Density functional theory data (ωB97M-V/def2-TZVPD) for a structure of composition C13H39Co2FN13O30P.

Geometry as XYZ:
```
99
Properties=species:S:1:pos:R:3:forces:R:3
Co 2.115157 -0.449434 0.649651 1.30 -1.09 0.06
Co -1.638786 -1.430656 0.625194 -0.68 -3.51 0.73
P 0.056192 0.498465 0.154879 1.10 -4.46 0.15
O 0.968627 1.096563 1.212329 -0.61 4.31 0.83
O 1.028148 0.131303 -1.012813 -0.80 2.58 -2.13
O -1.471907 0.412093 0.095987 -0.52 4.15 -1.36
O 0.211538 -0.941330 0.740098 0.09 -3.76 2.23
F -1.668492 -3.354719 1.333637 0.02 1.26 -0.38
C 0.235503 -4.892521 -0.650127 -1.12 -1.71 0.74
N 0.567172 -5.245017 -2.017889 2.09 1.34 -2.14
O 1.654201 -5.783225 -2.182251 -0.57 -0.31 0.00
O -0.143971 -4.897035 -2.960514 -0.06 -0.32 1.07
H -0.620609 -5.561034 -0.559235 -0.64 0.57 0.76
H -0.031055 -3.854865 -0.449368 0.10 -0.18 -0.26
H 0.995811 -5.365229 -0.028383 0.12 0.70 -0.09
C 2.134456 1.939338 -5.918588 0.45 0.35 -0.80
N 1.198310 2.988110 -6.273162 -4.57 2.37 0.28
O 1.143498 4.033126 -5.603502 1.06 -1.29 -0.59
O 0.303856 2.750166 -7.113419 2.40 -0.17 1.01
H 1.547430 1.197008 -5.377798 0.25 -0.09 -0.19
H 2.934435 2.388298 -5.329888 -0.15 -0.28 -0.07
H 2.432051 1.662328 -6.929927 0.48 -0.91 0.45
C 1.791685 -4.737609 3.007912 0.14 0.16 -0.97
N 2.681904 -3.686720 2.401039 0.67 0.13 1.77
O 3.808569 -3.606382 2.877264 -0.71 -0.12 -0.57
O 2.222838 -2.944899 1.577249 -0.42 0.56 -0.90
H 0.982144 -4.943971 2.307802 0.29 -0.14 -0.15
H 1.288778 -4.314896 3.877685 0.65 -0.04 0.24
H 2.514548 -5.541546 3.146684 -0.70 -0.20 0.54
C -0.037002 0.747142 4.276104 0.09 0.09 0.76
N 0.768627 -0.495572 4.431910 -0.36 -2.59 0.60
O 1.684550 -0.728678 3.667520 -0.36 0.95 0.37
O 0.407852 -1.342502 5.270031 0.01 1.46 -0.70
H -0.768106 0.833392 5.079943 0.07 -0.51 -0.07
H -0.528018 0.657856 3.307071 0.44 0.45 -0.08
H 0.656173 1.572144 4.440396 -0.10 0.06 -0.74
C 1.931442 2.818055 -1.704054 0.76 2.17 0.18
N 3.139621 1.922960 -1.674662 -2.86 -1.76 2.15
O 3.509214 1.490985 -2.734176 1.03 0.04 0.04
O 3.414890 1.463790 -0.536874 0.88 1.34 -2.34
H 1.835495 3.269143 -0.716429 -0.22 -0.59 0.10
H 1.010568 2.366790 -2.073441 0.64 -0.64 0.14
H 2.168240 3.670158 -2.341189 0.16 -0.20 -0.40
C -1.913612 2.590911 -2.474287 -1.13 -0.70 0.60
N -1.842029 2.372337 -3.941604 -2.27 2.17 -0.32
O -2.682082 2.895038 -4.687852 1.00 -0.54 1.31
O -0.973944 1.657454 -4.298431 2.14 -1.57 -1.13
H -2.962699 2.436481 -2.221943 -0.02 0.33 0.09
H -1.606852 3.578414 -2.129543 0.13 -0.07 -0.51
H -1.381787 1.757229 -2.015795 0.21 0.37 -0.03
C 0.081009 -1.691457 -3.310939 -0.20 -1.44 0.28
N -1.262686 -1.514670 -2.665652 -0.68 -0.28 0.19
O -1.454181 -2.024887 -1.549195 0.43 0.55 -1.30
O -2.149333 -0.995693 -3.315375 0.55 0.04 0.54
H 0.650187 -0.768453 -3.421396 -0.42 -0.09 0.33
H -0.115324 -2.209019 -4.249913 -0.17 0.49 -0.19
H 0.530692 -2.471324 -2.696366 0.49 0.64 0.11
C -0.759665 4.042260 1.394023 0.09 -0.89 -0.63
N -0.287170 4.925758 2.504497 -2.79 0.73 -0.18
O 0.887715 4.948789 2.794144 -0.38 0.06 0.14
O -1.221897 5.584310 3.014700 2.37 -0.88 -0.27
H -1.820613 4.144745 1.166035 0.20 0.58 0.42
H -0.613294 2.994867 1.657927 0.37 0.11 0.31
H -0.165526 4.219239 0.497482 0.15 0.22 0.23
C -5.395571 1.692836 2.098214 -0.42 -1.43 0.12
N -4.845356 2.672818 1.154023 0.49 1.13 0.01
O -5.080701 2.541431 -0.028663 -0.35 -0.33 -0.19
O -4.114196 3.542749 1.587081 -0.18 -0.16 0.35
H -6.086352 2.025526 2.872960 0.31 0.93 -0.29
H -4.537485 1.242243 2.596979 -0.07 -0.05 -0.11
H -5.953621 0.978709 1.492660 0.31 -0.09 0.08
C -4.868397 -0.375509 -1.550252 -1.00 2.45 -0.23
N -4.464069 -1.583830 -0.956108 0.38 -3.15 -2.17
O -3.818911 -1.629891 0.039412 1.15 0.70 2.88
O -4.760770 -2.593496 -1.567829 -0.39 0.16 0.02
H -5.927270 -0.337143 -1.294460 -0.23 0.18 -0.67
H -4.646982 -0.426578 -2.616303 -0.32 0.02 0.22
H -4.440481 0.505212 -1.071378 0.38 -0.36 -0.02
C 3.338978 2.150318 2.716257 0.24 -0.02 1.63
N 4.024544 0.813863 2.784152 0.50 -0.95 -1.40
O 3.653905 -0.115406 2.050251 -0.14 0.48 -0.01
O 5.012612 0.668884 3.459159 -0.61 0.67 0.29
H 3.339754 2.578083 1.713706 0.13 -0.42 0.15
H 3.900878 2.688815 3.479412 0.05 0.47 -0.52
H 2.328068 2.061573 3.114105 0.01 -0.38 -0.56
C 5.653655 -1.094608 -1.824736 0.14 1.26 1.00
N 4.572457 -1.908319 -1.237004 -0.81 -1.64 0.21
O 4.594827 -3.093124 -1.582088 -0.83 1.98 1.15
O 3.716467 -1.358909 -0.495655 1.94 -1.44 -1.70
H 5.144208 -0.446348 -2.537697 0.35 -0.19 -0.32
H 6.499327 -1.699748 -2.151462 -0.69 -0.15 -0.35
H 6.019896 -0.440777 -1.033241 -0.17 0.07 0.06
C -2.934417 -2.219733 4.340706 1.16 0.32 0.59
N -2.870830 -0.856470 3.661323 -2.23 -1.13 1.39
O -2.448720 -0.821789 2.544349 0.55 0.90 -0.75
O -3.331027 0.107228 4.261850 0.63 -0.58 -0.32
H -3.862319 -2.432487 4.871579 -0.16 0.59 -0.49
H -2.165938 -2.086683 5.102188 0.09 -0.26 0.14
H -2.618648 -3.013141 3.663294 -0.15 0.38 -0.39
```
Positions in Å, forces in eV/Å.

Results
Total energy: -6693.34736 a.u.
HOMO energy (spin up / spin down): -0.31881 / -0.32117 Eh
Spin multiplicity: 7
<S²>: 12.0127
ΔE to the lowest compared entry with this formula, charge and spin: 43.3 kJ/mol
Net charge: 0

Atom charges from the Löwdin analysis, given in e for atoms 1 to 5:
1. Co 0.756
2. Co 0.702
3. P 0.103
4. O -0.343
5. O -0.347